No. 1
Molecular formula: CH6O2SSi
Method: DFT, ωB97M-V/def2-TZVPD

Structure (ORCA input):
```
! wB97M-V def2-TZVPD RIJCOSX def2/J DEFGRID3
* xyz 0 1
C 1.046 -1.298 0.619
O 0.597 1.163 0.265
O 2.960 0.123 -0.277
Si -0.337 1.813 -0.895
S 1.978 0.273 0.796
H 1.612 -1.952 0.007
H 0.621 -1.674 1.600
H 0.102 -0.938 0.130
H 0.224 2.161 -2.321
H -1.129 2.554 0.055
H -1.720 0.189 -1.867
*
```

Results
frontier orbital gap = 9.10 eV
relative energy (zero: lowest compared OMol25 entry of this formula, charge and spin) = 2.229 eV

No. 2
Molecular formula: C53H92Cl8O39
Method: DFT, ωB97M-V/def2-TZVPD

Structure (ORCA input):
```
! wB97M-V def2-TZVPD RIJCOSX def2/J DEFGRID3
* xyz 0 1
Cl -27.160 3.471 25.891
C -26.512 1.880 26.404
C -25.588 1.268 25.435
Cl -24.067 2.050 25.291
H -27.427 1.301 26.532
H -26.061 1.993 27.390
H -25.961 1.225 24.412
H -25.367 0.233 25.695
Cl -18.281 8.974 24.329
C -19.512 8.269 25.521
C -19.155 8.280 26.961
Cl -20.368 9.178 27.988
H -19.597 7.311 25.008
H -20.400 8.885 25.373
H -18.152 8.700 27.047
H -19.139 7.310 27.457
Cl -24.453 5.299 28.342
C -25.622 6.510 27.779
C -24.924 7.161 26.650
Cl -25.358 6.396 25.165
H -25.785 7.263 28.550
H -26.572 6.047 27.512
H -23.838 7.258 26.622
H -25.353 8.159 26.561
Cl -21.324 1.706 28.906
C -21.666 3.324 28.330
C -21.203 3.395 26.786
Cl -21.453 5.015 26.028
H -21.170 4.039 28.986
H -22.729 3.527 28.199
H -21.590 2.623 26.121
H -20.125 3.237 26.756
C -22.089 0.990 21.735
C -22.813 2.251 22.189
O -21.727 2.511 23.195
C -21.109 1.466 23.597
O -20.349 1.417 24.547
O -21.478 0.478 22.842
H -21.405 1.265 20.931
H -22.908 0.315 21.490
H -23.723 1.968 22.718
H -22.910 3.068 21.474
C -18.691 3.948 24.115
C -17.464 3.213 23.586
O -16.371 3.890 24.205
C -16.794 5.103 24.441
O -16.064 6.039 24.729
O -18.127 5.126 24.417
H -19.060 3.341 24.942
H -19.443 4.098 23.341
H -17.418 3.020 22.514
H -17.636 2.187 23.911
C -24.534 -0.559 30.472
C -25.036 0.017 29.230
O -24.917 -0.953 28.228
C -24.258 -1.994 28.755
O -24.016 -3.035 28.026
O -24.076 -1.804 30.004
H -25.217 -0.695 31.311
H -23.605 -0.081 30.782
H -24.458 0.862 28.856
H -26.081 0.325 29.259
C -18.283 -1.919 30.390
C -17.965 -3.131 31.299
O -17.355 -2.558 32.444
C -17.455 -1.250 32.435
O -17.104 -0.436 33.271
O -18.103 -0.899 31.298
H -19.299 -1.888 29.997
H -17.642 -1.675 29.543
H -17.271 -3.823 30.823
H -18.883 -3.682 31.503
C -22.156 7.647 22.440
C -21.278 6.494 22.100
O -20.860 6.856 20.753
C -21.224 8.109 20.497
O -20.898 8.720 19.479
O -21.923 8.598 21.431
H -21.785 8.241 23.276
H -23.235 7.495 22.482
H -21.942 5.630 22.106
H -20.360 6.435 22.686
C -22.835 7.687 31.508
C -22.246 7.963 30.158
O -23.269 8.552 29.303
C -24.222 8.922 30.137
O -25.262 9.441 29.776
O -23.960 8.461 31.438
H -22.082 7.922 32.261
H -23.243 6.678 31.558
H -22.067 7.017 29.647
H -21.451 8.706 30.231
C -23.184 4.028 34.591
C -22.322 5.316 34.761
O -22.139 5.628 33.341
C -22.192 4.536 32.646
O -21.847 4.456 31.493
O -22.806 3.560 33.324
H -24.272 4.092 34.621
H -22.857 3.235 35.264
H -21.488 5.238 35.459
H -22.849 6.086 35.325
C -25.625 3.740 31.267
C -26.603 2.630 31.830
O -27.463 2.022 30.818
C -28.492 2.580 30.364
O -29.212 3.471 30.825
O -28.749 1.968 29.084
C -29.654 2.479 28.134
H -26.021 4.014 30.289
H -24.646 3.266 31.195
H -25.547 4.595 31.939
H -27.304 3.179 32.459
H -25.958 1.959 32.398
H -29.583 1.919 27.201
H -29.461 3.495 27.792
H -30.695 2.431 28.454
C -26.388 -2.028 21.218
C -25.061 -2.499 21.694
O -24.836 -2.396 23.129
C -23.574 -2.195 23.539
O -22.595 -2.251 22.748
O -23.636 -1.799 24.788
C -22.364 -1.633 25.562
H -26.352 -0.938 21.209
H -27.252 -2.211 21.857
H -26.660 -2.500 20.274
H -24.284 -2.000 21.114
H -24.964 -3.543 21.397
H -22.146 -2.651 25.884
H -22.574 -0.989 26.416
H -21.552 -1.305 24.914
C -13.181 8.334 27.818
C -13.821 7.263 26.912
O -12.896 6.142 26.892
C -13.221 4.848 27.133
O -12.360 3.908 27.077
O -14.479 4.692 27.494
C -15.022 3.382 27.706
H -13.110 7.966 28.841
H -13.912 9.135 27.921
H -12.231 8.668 27.400
H -13.981 7.720 25.936
H -14.865 7.135 27.198
H -16.089 3.607 27.696
H -14.841 2.971 28.699
H -14.600 2.804 26.885
C -17.963 -1.455 23.589
C -17.045 -1.011 22.429
O -16.483 -2.162 21.707
C -16.428 -2.152 20.377
O -16.792 -1.211 19.623
O -15.868 -3.296 19.909
C -15.541 -3.526 18.475
H -18.377 -0.523 23.971
H -17.328 -2.003 24.285
H -18.745 -2.081 23.159
H -16.327 -0.461 23.037
H -17.516 -0.255 21.802
H -14.780 -4.259 18.205
H -15.151 -2.615 18.022
H -16.462 -3.811 17.966
C -18.517 3.450 32.564
C -17.336 3.176 31.590
O -17.593 3.372 30.166
C -17.838 4.570 29.564
O -18.021 4.657 28.321
O -17.661 5.605 30.308
C -17.945 6.901 29.837
H -18.835 4.486 32.685
H -18.314 3.184 33.601
H -19.409 2.878 32.309
H -16.946 2.158 31.606
H -16.506 3.857 31.776
H -17.529 7.116 28.852
H -17.627 7.759 30.429
H -19.028 7.010 29.786
C -13.346 0.286 23.383
C -13.794 1.172 24.542
O -15.243 1.117 24.680
C -15.843 0.668 25.732
O -15.268 0.208 26.702
O -17.186 0.802 25.742
C -18.040 0.271 26.776
H -13.561 -0.773 23.528
H -12.259 0.201 23.371
H -13.566 0.644 22.377
H -13.474 2.207 24.423
H -13.343 0.828 25.473
H -19.049 0.147 26.385
H -17.956 0.928 27.642
H -17.668 -0.707 27.083
*
```

Results
frontier orbital gap = 9.66 eV

No. 3
Molecular formula: CH3O4Si
Method: DFT, ωB97M-V/def2-TZVPD

Structure (ORCA input):
```
! wB97M-V def2-TZVPD RIJCOSX def2/J DEFGRID3
* xyz -1 1
C -1.770 0.294 0.130
O -2.193 -0.825 -0.117
O -2.300 1.338 0.368
O 0.565 -1.326 -0.545
O 1.759 1.325 -0.300
Si 0.201 -0.074 0.428
H 0.463 -1.041 -1.517
H 2.389 0.625 -0.230
H 0.887 -0.317 1.782
*
```

Results
frontier orbital gap = 7.93 eV
relative energy (zero: lowest compared OMol25 entry of this formula, charge and spin) = 2.313 eV

No. 4
Molecular formula: C13H11FeN2O3
Method: DFT, ωB97M-V/def2-TZVPD

Structure (ORCA input):
```
! wB97M-V def2-TZVPD RIJCOSX def2/J DEFGRID3
* xyz 1 5
O 2.378 -1.039 -4.109
C 1.938 -0.691 -3.094
Fe 1.312 -0.204 -1.554
C 0.496 1.024 -2.453
O -0.060 1.885 -3.027
C -0.083 -1.280 -1.811
O -0.951 -2.037 -1.678
C 0.839 0.731 0.509
C 0.903 -0.555 1.031
C 1.774 -1.549 0.659
C 2.740 -1.477 -0.345
C 3.404 -0.348 -0.855
C 3.063 0.986 -0.645
C 1.840 1.456 -0.164
H -0.065 1.300 0.763
H 0.119 -0.799 1.752
H 1.644 -2.528 1.128
H 3.159 -2.435 -0.686
H 4.279 -0.547 -1.501
H 3.721 1.737 -1.126
H 1.637 2.531 -0.321
N -2.374 0.566 1.937
C -3.052 -0.566 2.129
N -4.401 -0.315 2.042
C -4.579 1.044 1.813
C -3.304 1.586 1.770
H -2.685 -1.570 2.346
H -5.123 -1.026 2.136
H -5.548 1.500 1.703
H -3.019 2.619 1.648
*
```

Results
⟨S²⟩ = 6.073
frontier orbital gap (spin up / spin down) = 3.87 / 2.73 eV
relative energy (zero: lowest compared OMol25 entry of this formula, charge and spin) = 0.035 eV